{
  "formula": "C36H29N3O3PSn",
  "method": "ωB97M-V/def2-TZVPD",
  "elements": ["Sn", "P", "O", "O", "O", "N", "N", "N", "C", "C", "C", "C", "C", "C", "C", "C", "C", "C", "C", "C", "C", "C", "C", "C", "C", "C", "C", "C", "C", "C", "C", "C", "C", "C", "C", "C", "C", "C", "C", "C", "C", "C", "C", "C", "H", "H", "H", "H", "H", "H", "H", "H", "H", "H", "H", "H", "H", "H", "H", "H", "H", "H", "H", "H", "H", "H", "H", "H", "H", "H", "H", "H", "H"],
  "coordinates": [[-0.2583, -2.5187, -0.1818], [-1.6758, -0.0028, 0.3488], [0.4629, -2.4374, 2.2736], [-0.0171, -1.7281, -2.1543], [-3.2976, -3.3243, 0.4344], [2.4462, -0.9271, -0.7997], [-2.8653, -3.0404, 1.7092], [1.6637, -1.3245, 0.0992], [-1.6185, 1.7877, -3.3841], [-4.3893, 0.8243, -0.1983], [-0.4429, 2.5669, -3.2541], [0.7661, -0.7330, -4.1016], [-6.3205, -0.2319, 0.8049], [4.5920, -0.1959, -2.4291], [0.3550, 2.4806, -2.1119], [5.3470, 0.8088, -4.5416], [-3.2238, -1.9092, 2.1666], [1.7825, -0.1520, -4.7913], [-0.1351, -3.0384, 3.4101], [-1.2600, 0.9887, -1.1323], [4.0735, -0.4591, 2.8466], [-0.7113, 2.9267, 3.7073], [-2.0124, 1.0497, -2.2919], [2.2705, -1.1594, 1.4053], [2.1965, -0.8573, -2.1241], [-0.3500, 1.6004, 3.8787], [-0.0355, 1.6649, -1.0712], [3.4237, -0.4351, 1.6279], [-5.7642, 0.7370, -0.0375], [-5.4847, -1.0133, 1.5795], [-1.3168, 3.3773, 2.5629], [3.5411, -1.1501, 3.9279], [3.2926, -0.3343, -2.9160], [-1.2487, 1.1232, 1.6894], [3.0611, 0.0194, -4.2516], [-3.5232, -0.0676, 0.4741], [0.9603, -1.1386, -2.7588], [5.5629, 0.3623, -3.2339], [1.6905, -1.8084, 2.5050], [4.0751, 0.6322, -5.0300], [-1.5818, 2.4685, 1.5561], [-0.5547, 0.7122, 2.8408], [2.3207, -1.8192, 3.7538], [-4.1086, -0.9600, 1.3903], [4.0416, -1.2365, 4.8402], [-2.8449, -1.6349, 3.1287], [-7.4027, -0.2555, 0.9300], [-0.1794, 3.2134, -4.1059], [-6.4556, 1.4058, -0.5760], [-1.0401, -3.5033, 3.0766], [3.7899, 0.9094, -6.0783], [-1.5650, 4.4250, 2.4644], [-0.2379, -0.9501, -4.5091], [3.8060, 0.1696, 0.8189], [1.5132, 0.1521, -5.8247], [0.5147, -3.8244, 3.7995], [-2.1088, 2.8268, 0.6660], [6.5367, 0.4091, -2.8429], [-0.3401, -2.2629, 4.1645], [4.8199, -0.6226, -1.4679], [0.6413, 1.5482, -0.2244], [1.9672, -2.3614, 4.5854], [6.1169, 1.2184, -5.1295], [-4.0280, 1.6335, -0.8136], [5.0807, -0.0268, 2.9370], [0.0757, 1.2422, 4.8107], [-3.8827, -2.5702, 0.1549], [-2.9324, 0.4447, -2.4090], [-0.5351, 3.6527, 4.4536], [-2.1528, 1.7530, -4.3236], [-0.3478, -0.3380, 3.0138], [-5.8776, -1.6972, 2.3306], [1.3393, 2.9155, -2.0670]],
  "atomic_forces_ev_per_a": [[-0.056, 0.215, -0.193], [-0.344, -0.307, -0.561], [0.996, 0.462, -0.097], [-0.084, -0.118, 0.382], [-0.506, 0.555, -0.124], [0.553, 0.391, -1.392], [0.098, 0.098, -0.065], [-0.320, -0.119, 1.126], [1.593, 1.021, 0.412], [0.083, -0.116, 0.338], [-0.608, -0.068, -0.823], [-0.511, -0.281, -0.094], [-0.111, 0.863, 0.133], [0.066, 0.025, -0.451], [-0.169, -0.399, -0.723], [-1.698, -0.668, 0.728], [-0.523, 0.324, -0.831], [-2.056, -0.285, -1.231], [0.201, -0.109, 0.434], [0.307, 0.120, 0.685], [0.869, -0.033, 0.607], [0.186, -0.179, 0.255], [-1.277, -1.222, -0.392], [-0.788, -0.551, 0.473], [0.096, -0.084, 0.366], [0.163, 0.058, -0.032], [-0.121, -0.224, 0.128], [0.183, 0.364, -0.397], [-0.614, -0.348, -0.091], [-0.093, -0.379, 0.027], [0.006, -0.232, -0.505], [-1.236, -0.240, -2.103], [-0.061, -0.120, -0.111], [0.732, 0.289, 0.474], [0.914, 1.003, -0.151], [-0.503, 0.534, -0.166], [-0.223, -0.076, 0.416], [-0.293, -0.249, 0.158], [-0.204, -0.262, 0.246], [-0.432, -0.043, -1.195], [-0.716, 0.337, -0.501], [-1.078, -0.470, -0.079], [0.726, 0.799, -0.916], [0.865, -0.123, 0.197], [0.717, 0.019, 1.242], [0.089, 0.014, 0.567], [0.289, -0.183, -0.014], [0.147, -0.376, 0.559], [0.623, -0.294, 0.261], [-0.506, -0.085, -0.195], [0.452, -0.207, 1.076], [-0.092, -0.040, -0.096], [0.775, 0.323, 0.067], [0.212, -0.190, -0.084], [0.705, -0.091, 0.667], [0.014, 0.166, 0.182], [0.247, -0.224, 0.206], [1.215, 0.137, 0.464], [0.063, -0.367, -0.050], [0.214, 0.228, 0.227], [-0.298, 0.054, -0.033], [-0.681, -0.517, 0.607], [0.815, 0.463, -0.531], [0.305, -0.112, -0.107], [-0.699, 0.126, -0.049], [0.077, 0.170, -0.124], [0.373, -0.785, 0.027], [0.637, 0.355, 0.290], [0.270, 0.454, 0.974], [-0.140, 0.145, 0.121], [0.165, 0.128, -0.283], [-0.013, 0.094, -0.243], [0.014, 0.443, -0.084]],
  "mulliken_charge": [0.7557, 1.7091, -0.0748, -0.7297, -0.3841, -0.4387, -0.2977, 0.4504, -0.9075, -0.8599, -0.5914, -0.6982, -0.8074, -0.9633, -0.7172, -0.9236, -0.6722, -0.9751, -1.2349, 0.3879, -0.8946, -0.6668, -0.2639, 0.5675, -0.0193, -0.8764, -0.7738, -0.2945, -0.6874, -0.3302, -0.8483, -0.8149, 0.7648, 0.1435, 0.9901, 1.6111, 0.9755, -0.5162, 0.2072, -0.5693, -0.1364, 0.4936, -0.7663, -0.8424, 0.5392, 0.5270, 0.3827, 0.3951, 0.4161, 0.2275, 0.3181, 0.4682, 0.5081, 0.5468, 0.3130, 0.4380, 0.2900, 0.4567, 0.4538, 0.5580, 0.4345, 0.4808, 0.4849, 0.4810, 0.3659, 0.4960, 0.5013, 0.4511, 0.4311, 0.4687, 0.1756, 0.4569, 0.4539],
  "e_lumo_ev": -3.51,
  "gap_ev": 6.808,
  "homo_energy_ev": -10.3,
  "total_charge": 1
}